{"formula": "C4H6N2O", "method": "the ωB97M-V functional and the def2-TZVPD basis", "e_tot_ha": -340.64994, "gap_ev": 9.366, "relative_energy_kcal_mol": 91.0, "e_homo_ha": -0.319, "symbols": ["N", "C", "O", "C", "C", "C", "N", "H", "H", "H", "H", "H", "H"], "coordinates": [[-1.55427, -0.55080, 1.73544], [-0.78939, -0.72309, 0.75873], [-0.16293, -1.83668, 0.26043], [0.59597, -1.03317, -0.68806], [-0.21477, 0.20996, -0.27546], [1.00478, 2.33106, -0.58920], [0.44195, 1.42512, 0.17865], [-1.74317, -1.42189, 2.23056], [1.65779, -1.02147, -0.42910], [0.44593, -1.37860, -1.71349], [-0.96317, 0.47599, -1.02440], [0.89492, 1.92725, -1.62437], [0.38636, 1.59632, 1.18025]], "lowdin_charge": [0.1798, -0.4292, 0.0169, -0.0734, -0.2193, 0.0133, -0.0879, 0.0693, 0.1284, 0.1222, 0.1580, 0.0008, 0.1211]}